1.
Formula: C6H11BN3O
Source: the Open Molecules 2025 dataset
Level of theory: ωB97M-V with the def2-TZVPD basis set

As for the molar mass: 151.986 u. As for the net charge: +1. Its maximum force is 1.665 eV Å⁻¹. Its calculated total energy is -13589.2348 eV.

Geometry as XYZ:
```
22
Properties=species:S:1:pos:R:3:forces:R:3
C -1.722469 0.957529 -0.764135 -0.5 -0.5 -0.3
N -1.767040 -0.129379 0.230092 0.6 1.3 0.8
C -2.862844 0.100030 1.197961 -0.3 -0.4 -0.4
B -0.537475 -0.443818 0.838281 -0.2 -0.8 -0.2
O -0.479933 -1.013571 2.083529 0.0 0.5 0.0
C 0.847710 -0.286561 0.046449 -0.1 0.0 -0.2
C 1.379696 -1.313318 -0.716352 -0.2 0.2 0.3
C 2.597483 -1.101318 -1.335360 -0.1 -0.3 -0.1
N 3.207651 0.059221 -1.181767 0.0 0.2 0.1
N 2.752653 1.088552 -0.486352 0.4 -0.1 -0.2
C 1.599871 0.906358 0.102981 -0.2 -0.1 0.1
H -1.607480 1.938365 -0.298029 0.1 0.0 0.0
H -2.659604 0.977970 -1.318089 0.0 0.0 0.0
H -0.936237 0.783468 -1.494886 0.1 0.1 0.0
H -2.590432 0.832660 1.957127 0.1 0.0 0.1
H -3.730538 0.479416 0.663571 -0.1 0.0 -0.1
H -3.148765 -0.833701 1.671099 0.1 0.0 0.1
H 0.354204 -0.865089 2.539369 0.0 -0.4 0.1
H 0.877701 -2.262639 -0.827564 0.0 0.0 0.0
H 3.083863 -1.845102 -1.948555 0.1 0.0 0.0
H 4.108164 0.213917 -1.619556 0.0 0.1 0.0
H 1.233821 1.757009 0.660186 0.1 0.1 0.0
```
Forces are in eV/Å.

***

2.
Formula: C6H11Br4NaO4
Source: the Open Molecules 2025 dataset
Level of theory: ωB97M-V with the def2-TZVPD basis set

As for the molar mass: 489.756 u. As for the net charge: -2. Its maximum force is 2.564 eV Å⁻¹. Its calculated total energy is -299175.4962 eV.

Geometry as XYZ:
```
26
Properties=species:S:1:pos:R:3:forces:R:3
Na -0.938904 0.059930 -0.318263 1.2 2.1 -0.8
C -1.579096 2.923257 -0.961050 0.1 1.7 -1.8
O -1.132157 2.754773 0.227823 -0.4 -1.3 1.7
O -2.116738 4.032905 -1.320739 -0.4 0.3 0.6
O -1.391124 2.052705 -1.895909 -0.2 -2.1 0.3
C 2.886597 0.437293 -0.780087 -2.1 0.0 -1.1
O 1.522177 0.522337 -0.614112 0.3 -0.9 0.3
H 3.462050 0.967270 -0.005170 0.4 -0.3 0.3
H 3.201828 -0.613216 -0.964879 0.7 -0.4 0.8
H 3.193341 0.867013 -1.757390 0.3 0.5 -0.1
Br 0.245864 -3.065951 -4.580463 0.5 0.3 0.0
C 0.103085 -2.845628 -2.626412 -0.2 -0.7 -0.1
C 1.416574 -3.048444 -1.878213 -1.2 0.4 0.1
Br 0.952453 -3.211762 0.052320 0.1 0.1 -0.6
H -0.623675 -3.640409 -2.492413 0.0 0.2 0.8
H -0.311719 -1.861438 -2.427681 0.0 0.0 -0.2
H 1.974493 -2.119167 -1.971506 0.5 -0.3 0.2
H 1.900364 -3.985157 -2.128179 0.3 0.2 -0.1
Br -2.144784 3.140899 4.474815 0.0 -0.1 -0.5
C -2.141278 1.725573 3.104611 -0.9 -1.1 0.2
C -1.026742 0.773374 3.477303 0.6 0.4 -0.8
Br -1.173426 -0.894380 2.338443 0.0 0.7 1.1
H -2.144418 2.064948 2.061274 0.9 0.8 0.0
H -3.103901 1.224241 3.214718 0.0 0.0 0.4
H -0.965432 0.511528 4.530417 -0.5 -0.5 -0.1
H -0.065423 1.227511 3.240752 0.0 -0.2 -0.4
```
Forces are in eV/Å.

***

3.
Formula: C6H11BrN2O2
Source: the Open Molecules 2025 dataset
Level of theory: ωB97M-V with the def2-TZVPD basis set

As for the molar mass: 223.070 u. As for the net charge: 0. Its maximum force is 4.683 eV Å⁻¹. Its calculated total energy is -83511.7340 eV.

Geometry as XYZ:
```
22
Properties=species:S:1:pos:R:3:forces:R:3
C -0.525018 -1.615472 0.281142 -0.4 -1.5 2.6
C -1.317251 -0.273434 0.412139 2.4 -1.9 -2.3
C 0.920774 -1.643113 0.786713 -1.5 -0.3 2.0
C -0.825782 0.821238 -0.549704 -0.5 0.6 0.5
C 1.641130 0.827968 -0.554663 -0.1 2.3 3.1
C -1.699253 2.015850 -0.280838 0.0 1.3 1.8
N 0.520372 1.276070 -0.087538 1.1 -2.5 -3.8
N 1.909551 -1.935844 -0.055588 1.3 1.4 3.6
O 3.097941 -2.063817 0.395821 -0.4 -0.5 -0.4
O 1.680165 -1.835550 -1.242250 -0.1 -0.3 -4.3
Br 3.222113 1.471042 0.285518 -0.9 -0.7 -0.7
H -1.106851 -2.449626 0.903511 0.9 1.8 -1.1
H -0.561055 -1.990784 -0.718816 0.0 0.1 -0.8
H -2.292464 -0.523404 0.117667 -1.6 0.0 -0.3
H -1.326332 0.105969 1.394249 0.1 0.5 1.3
H 1.085200 -1.864852 1.883971 0.1 0.4 -1.6
H -0.866286 0.655267 -1.683825 0.6 -0.5 1.8
H 1.702755 0.251693 -1.407770 0.3 -1.7 -1.7
H -1.360170 2.598610 0.682736 -0.7 -0.9 -2.0
H -2.718570 1.731442 -0.116896 -0.6 -0.5 0.4
H -1.776271 2.620434 -1.144867 0.4 1.3 -0.6
H 0.595293 1.820316 0.699285 -0.2 1.6 2.4
```
Forces are in eV/Å.

***

4.
Formula: C6H11ClF2GaO8P2S
Source: the Open Molecules 2025 dataset
Level of theory: ωB97M-V with the def2-TZVPD basis set

As for the molar mass: 448.333 u. As for the net charge: -1. Its maximum force is 0.972 eV Å⁻¹. Its calculated total energy is -122531.0974 eV.

Geometry as XYZ:
```
32
Properties=species:S:1:pos:R:3:forces:R:3
O 0.305492 -1.142597 3.115440 0.3 0.6 -0.5
P 0.755219 0.276856 2.309619 0.4 -0.4 0.8
O 1.451902 -0.415527 0.914223 -0.1 0.2 0.3
Ga -1.348090 1.147464 1.557877 0.4 0.2 -0.1
Cl -1.878877 2.739753 3.066626 0.0 -0.4 -0.3
P -2.945332 -0.616580 1.618478 -0.3 0.4 0.2
S -4.816223 -0.092588 1.979148 -0.3 0.0 0.0
H -0.306686 -1.601578 2.538007 -0.3 -0.4 0.1
H 1.158064 0.084520 0.151272 -0.3 -0.1 -0.4
H -1.187983 1.713048 0.086344 -0.2 0.0 0.0
H -2.528247 -1.599207 2.557223 0.1 -0.1 -0.3
H -2.849588 -1.325812 0.398258 0.2 -0.2 0.2
C -1.370777 -4.173691 -2.633980 0.2 -0.1 -0.1
C -2.711683 -3.511431 -2.847043 -0.1 0.1 0.3
O -2.583695 -2.317875 -2.099352 -0.1 -0.1 -0.3
C -1.260505 -1.995561 -2.047978 0.0 -0.3 0.0
O -0.830718 -0.954965 -1.709751 0.2 0.4 0.2
O -0.505980 -3.048431 -2.458886 -0.1 -0.2 -0.1
F -3.735656 -4.251362 -2.352689 0.1 0.1 0.0
H -1.371179 -4.781970 -1.728312 -0.1 0.0 0.0
H -1.048926 -4.778221 -3.477908 0.1 0.1 0.0
H -2.930521 -3.259870 -3.886681 -0.1 -0.1 0.0
C 3.611144 2.472710 0.400181 0.2 -0.2 0.0
C 2.360967 3.287472 0.165477 0.0 -0.1 0.3
O 2.626624 4.470370 0.906886 0.0 0.0 -0.3
C 3.972828 4.630604 0.961756 -0.1 -0.3 0.0
O 4.522897 5.624158 1.287258 0.2 0.4 0.2
O 4.603315 3.497336 0.575232 -0.1 -0.2 -0.1
F 1.270389 2.665401 0.655157 0.0 0.3 0.0
H 3.524156 1.876132 1.309494 -0.1 0.0 0.0
H 3.868804 1.825955 -0.434075 0.1 0.1 0.0
H 2.178865 3.555488 -0.877303 -0.1 0.0 0.0
```
Forces are in eV/Å.

***

5.
Formula: C6H11ClO3
Source: the Open Molecules 2025 dataset
Level of theory: ωB97M-V with the def2-TZVPD basis set

As for the molar mass: 166.604 u. As for the net charge: 0. Its maximum force is 4.635 eV Å⁻¹. Its calculated total energy is -25060.4067 eV.

Geometry as XYZ:
```
21
Properties=species:S:1:pos:R:3:forces:R:3
C 2.042883 -0.112356 0.355931 -2.3 -0.9 -1.1
C 0.591028 -0.557578 0.269159 -0.9 3.0 0.8
C 3.029597 -0.763214 -0.490127 3.1 -2.6 -0.9
C -2.523298 -0.980698 1.088764 -1.3 -0.1 -2.1
C -1.087155 1.786991 -1.388279 4.4 -0.2 -0.3
C -0.987807 0.723545 0.670807 2.7 -1.4 -3.5
O 1.358037 -0.819175 1.387648 0.5 -0.2 0.7
O -2.005240 -0.017506 0.168880 -0.8 1.4 0.3
O -0.786316 1.906849 -0.023774 -0.7 -0.8 2.6
Cl 0.064221 -1.917938 -0.706703 0.2 -0.2 -0.1
H 2.257027 0.923660 0.422766 -0.3 1.1 0.9
H 2.837131 -1.897325 -0.712507 0.3 2.2 0.5
H 4.154320 -0.634430 -0.176768 -2.1 -0.4 0.1
H 3.061384 -0.226299 -1.438072 -0.4 -0.1 -0.3
H -2.934948 -0.450319 1.934221 -0.8 0.0 0.2
H -1.626011 -1.421616 1.434096 0.4 -1.9 0.5
H -3.314598 -1.617525 0.434421 2.1 1.3 2.1
H -0.475383 0.781971 -1.593381 -1.2 2.4 -1.1
H -0.748508 2.815844 -1.799140 -0.3 -2.2 0.1
H -2.089992 1.645290 -1.547636 -2.4 -0.4 -0.5
H -0.816372 0.831828 1.709693 -0.3 0.1 1.1
```
Forces are in eV/Å.

***

6.
Formula: C6H11ClOSi
Source: the Open Molecules 2025 dataset
Level of theory: ωB97M-V with the def2-TZVPD basis set

As for the molar mass: 162.692 u. As for the net charge: 0. Its maximum force is 5.041 eV Å⁻¹. Its calculated total energy is -28847.5303 eV.

Geometry as XYZ:
```
20
Properties=species:S:1:pos:R:3:forces:R:3
C -1.073563 0.959480 -0.762147 2.2 -2.5 0.9
C -1.810810 -0.260458 -0.271415 -0.7 2.9 4.1
C -2.284045 -0.219998 1.000971 0.2 -0.9 -1.9
C -2.008875 -1.559332 -0.831006 -1.2 -3.5 -0.6
C 1.297011 -0.487861 -2.070360 0.0 -1.1 1.5
C 2.219050 1.944189 0.019599 -1.1 -0.4 0.8
O -2.784765 -0.432586 2.028007 0.2 0.6 0.2
Si 0.968157 0.477709 -0.418400 -0.5 0.2 -0.3
Cl 0.997040 -0.936750 1.193469 0.0 0.8 -0.7
H -1.214012 0.950996 -1.817719 0.1 0.7 -0.9
H -1.529390 1.767501 -0.255805 0.1 1.3 0.1
H -1.767929 -2.347509 -0.051694 -0.6 0.6 -0.9
H -1.311946 -1.796845 -1.613086 0.3 0.1 -0.6
H -3.073263 -1.733258 -1.226322 1.5 0.1 0.4
H 2.167695 -0.203883 -2.618185 0.2 1.3 -0.8
H 1.604440 -1.564590 -2.016489 -0.9 0.6 0.7
H 0.325640 -0.407522 -2.565279 0.6 -0.1 -0.6
H 3.027127 2.115200 -0.651946 0.9 -0.7 -0.7
H 1.670108 2.858739 -0.182489 -0.5 0.3 0.4
H 2.633151 2.008441 1.066588 -0.7 -0.4 -1.0
```
Forces are in eV/Å.

***

7.
Formula: C6H11CuN2OSe
Source: the Open Molecules 2025 dataset
Level of theory: ωB97M-V with the def2-TZVPD basis set

As for the molar mass: 269.673 u. As for the net charge: 0. Its maximum force is 2.720 eV Å⁻¹. Its calculated total energy is -121412.5777 eV.

Geometry as XYZ:
```
22
Properties=species:S:1:pos:R:3:forces:R:3
Cu -0.136625 -0.072096 -1.584771 -0.3 0.2 -0.7
C 1.279502 2.587095 0.469579 -0.7 -0.7 -0.8
N 0.706532 1.267575 0.843827 1.2 0.3 -0.4
C 0.174076 0.972041 2.065284 -0.5 0.0 1.0
C 0.074894 -0.376469 2.128218 -0.2 -1.2 2.4
N 0.659203 -0.933542 1.042807 0.1 0.4 -2.1
C 0.953210 -2.344545 0.720455 -0.7 -0.7 -0.9
C 0.960537 0.096715 0.171415 1.5 -0.4 0.9
Se 2.151315 -0.203784 -1.272839 -0.1 0.5 -0.3
H 0.663938 3.374287 0.929634 0.1 -0.3 -0.5
H 1.276355 2.551277 -0.635290 -0.2 0.7 0.5
H 2.322817 2.742636 0.753314 -0.1 -0.5 0.3
H -0.049093 1.733608 2.827743 0.0 -0.6 -0.7
H -0.260367 -1.060643 2.928118 0.1 0.9 -0.5
H 0.196382 -3.004563 1.171649 0.1 0.5 0.0
H 1.929030 -2.672098 1.114161 -0.2 0.5 -0.3
H 0.906956 -2.538844 -0.418201 0.2 0.7 2.0
C -2.751102 -0.477041 -2.666897 -0.6 2.4 0.0
O -1.909866 0.287781 -1.809523 -0.3 -0.6 -0.7
H -3.762703 -0.487378 -2.256793 -0.1 -0.5 0.5
H -2.404774 -1.454594 -2.863951 0.3 -1.3 -0.2
H -2.980219 0.012581 -3.657939 0.8 -0.2 0.5
```
Forces are in eV/Å.

***

8.
Formula: C6H11FN
Source: the Open Molecules 2025 dataset
Level of theory: ωB97M-V with the def2-TZVPD basis set

As for the molar mass: 116.159 u. As for the net charge: +1. The multiplicity is 3. Its maximum force is 5.441 eV Å⁻¹. Its calculated total energy is -10593.5538 eV.

Geometry as XYZ:
```
19
Properties=species:S:1:pos:R:3:forces:R:3
C 2.312565 -0.842984 0.079802 -1.8 -0.3 0.2
C 1.970631 0.387700 -0.171585 2.3 1.3 0.6
C 1.150329 -1.884573 -0.026375 3.0 -0.5 -0.8
C -0.088582 -1.144405 0.257348 -2.4 0.9 0.1
C -0.141866 0.128161 -0.558191 -4.7 -2.6 -1.1
C -2.291115 1.399093 0.048556 -1.4 -0.7 0.3
N -0.803704 1.281532 0.092501 1.6 1.1 0.6
F 2.439187 1.620419 -0.140227 0.7 -0.5 0.1
H 3.287721 -1.046988 0.368145 1.9 -0.7 0.4
H 1.236168 -2.256623 -1.086018 -0.7 0.3 0.8
H 1.248052 -2.821688 0.577253 0.2 1.1 -0.1
H -0.911259 -1.883310 0.009818 0.2 1.2 0.3
H -0.246864 -0.779049 1.296115 0.5 -1.0 -0.1
H -0.020844 -0.100933 -1.644968 -0.3 1.7 0.8
H -2.724212 1.905601 0.874689 0.3 0.4 1.3
H -2.734325 1.945020 -0.763747 1.0 0.3 -1.0
H -2.776988 0.454107 0.004474 0.1 -1.0 0.1
H -0.337529 1.446913 1.081785 -1.4 -1.0 -1.7
H -0.567363 2.192006 -0.299369 0.9 0.0 -0.8
```
Forces are in eV/Å.